(A)
C5H13N2 | ωB97M-V/def2-TZVPD

## Properties
Multiplicity = 2
Total charge = 0
Frontier orbital gap (alpha / beta) = 6.756 / 9.077 eV
HOMO level (alpha / beta) = -0.209 / -0.296 Eh

Each atom is followed by the atoms it is bonded to, with distances in Å.
Geometry (Å):
1 H 0.27506 3.97654 0.39185  C4 1.092
2 C 0.37134 0.14438 -0.29030  H9 1.075, N12 1.371, H13 1.072
3 H -1.14696 -2.69811 -1.47376  N14 1.011
4 C -0.65472 3.41472 0.28539  H1 1.092, C16 1.522, H18 1.092, H19 1.088
5 H -0.35981 2.19012 2.05987  C16 1.091
6 C 1.43970 -2.92537 -0.76120  H7 1.078, C10 1.327, H20 1.085
7 H 2.38804 -2.82510 -0.25896  C6 1.078
8 H -1.67869 -2.61374 0.13485  N14 1.006
9 H -0.60868 -0.29498 -0.33346  C2 1.075
10 C 0.30880 -3.02614 -0.07459  C6 1.327, H11 1.087, N14 1.381
11 H 0.36980 -3.12952 1.00550  C10 1.087
12 N 0.56928 1.28993 0.43704  C2 1.371, H15 1.007, C16 1.458
13 H 1.18264 -0.31372 -0.81996  C2 1.072
14 N -0.99980 -2.97534 -0.51315  H3 1.011, H8 1.006, C10 1.381
15 H 1.40491 1.82421 0.26311  N12 1.007
16 C -0.53176 2.07039 0.98876  C4 1.522, H5 1.091, N12 1.458, H17 1.089
17 H -1.42978 1.47517 0.82746  C16 1.089
18 H -1.44824 4.00544 0.74816  C4 1.092
19 H -0.87988 3.28489 -0.77142  C4 1.088
20 H 1.42875 -2.87378 -1.84519  C6 1.085



(B)
C5H13N2 | ωB97M-V/def2-TZVPD

## Properties
Multiplicity = 2
Total charge = 0
Frontier orbital gap (alpha / beta) = 4.631 / 8.596 eV
HOMO level (alpha / beta) = -0.135 / -0.289 Eh

Each atom is followed by the atoms it is bonded to, with distances in Å.
Geometry (Å):
1 H -1.18523 -1.23103 0.08498  C3 1.084
2 H -2.17747 0.63036 -2.05282  N20 1.172
3 C -0.49544 -0.39532 0.12314  H1 1.084, C8 1.552, C19 1.352
4 H -0.43114 -1.28888 2.60617  N16 1.004
5 H 2.28500 -0.89741 2.31462  C11 1.101
6 H 0.70669 0.89825 -2.97768  C15 1.086
7 H 1.79081 0.18007 3.60534  C11 1.080
8 C 0.16082 -0.30013 -1.28041  C3 1.552, H9 1.092, C15 1.529, H17 1.100
9 H -0.23647 -1.18042 -1.79094  C8 1.092
10 H -1.49770 -0.01731 -3.44693  N20 1.033
11 C 1.48937 -0.69489 3.04833  H5 1.101, H7 1.080, H14 1.100, N16 1.460
12 H 0.55594 1.10790 0.98257  C19 1.095
13 H -0.09331 1.86322 -1.61249  C15 1.089
14 H 1.41504 -1.54255 3.74507  C11 1.100
15 C -0.01821 0.93075 -2.16983  H6 1.086, C8 1.529, H13 1.089, N20 1.508
16 N 0.17570 -0.50602 2.44102  H4 1.004, C11 1.460, C19 1.396
17 H 1.24585 -0.47829 -1.28363  C8 1.100
18 H -1.69057 1.68360 -3.30282  N20 1.024
19 C 0.18637 0.09671 1.18228  C3 1.352, H12 1.095, N16 1.396
20 N -1.35281 0.82266 -2.86323  H2 1.172, H10 1.033, C15 1.508, H18 1.024



The structure with the least stability is (B).



(A)
C5H13N2 | ωB97M-V/def2-TZVPD

## Properties
Multiplicity = 2
Total charge = 0
Frontier orbital gap (alpha / beta) = 9.114 / 8.540 eV
HOMO level (alpha / beta) = -0.296 / -0.320 Eh

Each atom is followed by the atoms it is bonded to, with distances in Å.
Geometry (Å):
1 H -1.28064 0.73284 1.43126  C15 1.073
2 H -0.91436 1.23208 -0.85349  N20 1.061
3 H -0.60071 -1.91725 0.17879  C8 1.140
4 H 2.18371 2.02336 -0.67582  C9 1.127
5 N -1.31804 -2.07058 2.32659  C8 1.516, H16 0.982, H17 1.051
6 H -0.96002 0.65282 -2.38255  N20 1.020
7 H 0.95815 1.37338 0.78042  C12 1.095
8 C -1.11667 -1.33821 1.01496  H3 1.140, N5 1.516, H10 1.101, C15 1.455
9 C 2.01059 1.36897 -1.57709  H4 1.127, C13 1.547, H14 1.105, H18 1.113
10 H -2.11579 -1.50296 0.58344  C8 1.101
11 H 0.81867 -0.50093 -1.82231  C13 1.116
12 C 0.73087 0.38533 0.36779  H7 1.095, C13 1.675, C15 1.522, H19 1.104
13 C 0.77045 0.48596 -1.30398  C9 1.547, H11 1.116, C12 1.675, N20 1.437
14 H 1.78263 2.10174 -2.37220  C9 1.105
15 C -0.63826 0.03346 0.93191  H1 1.073, C8 1.455, C12 1.522
16 H -2.07696 -2.69236 2.28070  N5 0.982
17 H -1.01728 -1.75807 3.28344  N5 1.051
18 H 2.93769 0.76966 -1.71569  C9 1.113
19 H 1.59619 -0.16947 0.77102  C12 1.104
20 N -0.37526 1.21945 -1.76781  H2 1.061, H6 1.020, C13 1.437



(B)
C5H13N2 | ωB97M-V/def2-TZVPD

## Properties
Multiplicity = 2
Total charge = 0
Frontier orbital gap (alpha / beta) = 4.311 / 9.282 eV
HOMO level (alpha / beta) = -0.124 / -0.319 Eh

Each atom is followed by the atoms it is bonded to, with distances in Å.
Geometry (Å):
1 C 0.99566 0.60460 -0.65677  C7 1.505, H8 1.091, N18 1.496, C20 1.563
2 H 0.86688 -1.53085 -0.73574  N18 1.061
3 H 2.51419 -0.91376 -0.69430  N18 1.036
4 H 1.75474 2.64863 -0.31973  C7 1.099
5 N -0.89456 -1.02837 1.39776  H9 1.014, C11 1.404, H14 1.012
6 H -2.80418 -0.60159 -1.43905  C16 1.083
7 C 1.89093 1.61097 0.01541  C1 1.505, H4 1.099, H12 1.096, H13 1.087
8 H 0.97359 0.66059 -1.74609  C1 1.091
9 H -1.53761 -1.76138 1.67470  N5 1.014
10 H -3.18043 -1.40444 0.02924  C16 1.094
11 C -1.32627 -0.41475 0.21064  N5 1.404, C16 1.325, C20 1.519
12 H 1.62559 1.80315 1.06162  C7 1.096
13 H 2.94816 1.37565 -0.07614  C7 1.087
14 H -0.41783 -0.39066 2.02321  N5 1.012
15 H -0.48768 1.58532 0.53110  C20 1.094
16 C -2.43592 -0.74839 -0.43175  H6 1.083, H10 1.094, C11 1.325
17 H 1.68738 -0.94147 0.65833  N18 1.089
18 N 1.52930 -0.77043 -0.40530  C1 1.496, H2 1.061, H3 1.036, H17 1.089
19 H -1.06664 1.28123 -0.99684  C20 1.095
20 C -0.49151 0.78187 -0.21068  C1 1.563, C11 1.519, H15 1.094, H19 1.095



The structure with the least stability is (B).



(A)
C4H15NO3 | ωB97M-V/def2-TZVPD

## Properties
SMILES = CC(C)=CN.O.O.O
Total charge = 0
Frontier orbital gap = 8.063 eV
HOMO level = -0.281 Eh

Each atom is followed by the atoms it is bonded to, with distances in Å.
Geometry (Å):
1 C -1.29652 0.89227 1.16190  N6 1.410, H13 1.080, C16 1.322
2 H -0.59168 2.69583 1.80795  N6 1.011
3 O 4.13075 -2.05977 -1.81887  H12 0.959, H15 0.960
4 H -1.97547 -0.12738 -1.98235  C5 1.088
5 C -1.70685 0.65995 -1.28115  H4 1.088, C16 1.516, H22 1.096, H23 1.080
6 N -1.16648 2.29386 1.08041  C1 1.410, H2 1.011, H7 1.014
7 H -0.82561 2.63942 0.18976  N6 1.014
8 H -1.74337 -1.90273 1.13763  C19 1.086
9 H -3.14915 -1.25327 0.33380  C19 1.098
10 O 1.53317 -1.36162 1.71560  H17 0.963, H21 0.972
11 H -2.00901 -1.89174 -0.63366  C19 1.093
12 H 4.59440 -1.59417 -2.51729  O3 0.959
13 H -1.11911 0.56792 2.17642  C1 1.080
14 H 1.36303 0.52179 -0.34621  O18 0.967
15 H 3.97227 -1.51717 -1.04317  O3 0.960
16 C -1.60585 0.12273 0.13247  C1 1.322, C5 1.516, C19 1.503
17 H 1.66096 -1.98339 2.44008  O10 0.963
18 O 1.62123 1.38357 -0.69984  H14 0.967, H20 0.963
19 C -2.05341 -1.30352 0.28663  H8 1.086, H9 1.098, H11 1.093, C16 1.503
20 H 2.20432 1.18960 -1.44094  O18 0.963
21 H 1.39643 -0.50584 2.15574  O10 0.972
22 H -2.48313 1.43148 -1.33307  C5 1.096
23 H -0.75092 1.10219 -1.52186  C5 1.080



(B)
C4H15NO3 | ωB97M-V/def2-TZVPD

## Properties
SMILES = C=C(N)CC.O.O.O
Total charge = 0
Frontier orbital gap = 8.732 eV
HOMO level = -0.299 Eh

Each atom is followed by the atoms it is bonded to, with distances in Å.
Geometry (Å):
1 O -1.57334 1.56924 1.52906  H4 0.967, H20 0.948
2 C 1.20469 1.38941 0.96753  H3 1.082, H8 1.091, C14 1.321
3 H 1.36939 2.39922 0.61489  C2 1.082
4 H -2.12794 2.35669 1.44015  O1 0.967
5 H -0.31710 -1.24780 0.37893  C22 1.097
6 H 0.06135 0.57971 -3.29180  O21 0.985
7 N 1.72053 0.08869 -0.95753  H9 1.003, C14 1.426, H23 0.991
8 H 0.99971 1.59560 2.01867  C2 1.091
9 H 2.29535 0.87714 -1.18880  N7 1.003
10 O -3.48012 0.52761 -0.98489  H12 0.956, H15 0.941
11 H 1.71013 -2.52861 1.96747  C16 1.086
12 H -3.81485 -0.34378 -0.77638  O10 0.956
13 H -0.33332 0.59108 -1.90753  O21 0.977
14 C 1.27194 0.20260 0.39099  C2 1.321, N7 1.426, C22 1.483
15 H -3.04318 0.45233 -1.81504  O10 0.941
16 C 1.48860 -2.28057 0.93333  H11 1.086, H17 1.091, H18 1.090, C22 1.564
17 H 1.03156 -3.08545 0.35573  C16 1.091
18 H 2.42663 -2.10241 0.40752  C16 1.090
19 H 0.27844 -0.80878 1.96550  C22 1.093
20 H -2.16356 0.84650 1.35954  O1 0.948
21 O -0.72614 0.31959 -2.75947  H6 0.985, H13 0.977
22 C 0.59359 -0.99856 0.93670  H5 1.097, C14 1.483, C16 1.564, H19 1.093
23 H 1.12761 -0.39947 -1.58456  N7 0.991



(C)
C4H15NO3 | ωB97M-V/def2-TZVPD

## Properties
SMILES = C[C@H](O)[C@@H](C)N.O.O
Total charge = 0
Frontier orbital gap = 10.083 eV
HOMO level = -0.346 Eh

Each atom is followed by the atoms it is bonded to, with distances in Å.
Geometry (Å):
1 H -0.72240 2.48911 1.16437  O3 0.966
2 H 1.69842 1.26634 0.77598  C18 1.100
3 O 0.21887 2.34379 1.00374  H1 0.966, C18 1.428
4 C -0.11167 0.02502 0.30312  C7 1.489, N8 1.450, H15 1.111, C18 1.576
5 H -0.21345 0.73690 3.21845  C17 1.131
6 H 1.19326 -0.30597 2.85552  C17 1.096
7 C 0.47131 -0.24170 -1.04046  C4 1.489, H12 1.116, H13 1.076, H22 1.115
8 N -0.31498 -1.25433 0.95376  C4 1.450, H10 1.035, H14 1.009
9 H -0.07814 -1.02850 -4.67353  O16 0.966
10 H -0.52431 -1.14348 1.96114  N8 1.035
11 H -3.13388 -0.36864 -0.08388  O23 0.956
12 H 0.68035 0.75695 -1.49277  C7 1.116
13 H -0.10097 -0.78848 -1.76972  C7 1.076
14 H 0.44618 -1.90834 0.84740  N8 1.009
15 H -1.04888 0.59322 0.12035  C4 1.111
16 O 0.71463 -0.50217 -4.84112  H9 0.966, H20 0.972
17 C 0.78266 0.69598 2.68408  H5 1.131, H6 1.096, C18 1.517, H19 1.089
18 C 0.71483 1.01939 1.20336  H2 1.100, O3 1.428, C4 1.576, C17 1.517
19 H 1.28204 1.45138 3.28957  C17 1.089
20 H 1.26514 -0.83537 -4.11297  O16 0.972
21 H -1.98651 -1.42321 -0.63796  O23 0.961
22 H 1.40293 -0.84186 -0.91620  C7 1.115
23 O -2.63544 -0.73602 -0.81224  H11 0.956, H21 0.961



The structure with the least stability is (B).